[1]
The following is a DFT calculation (ωB97M-V with the def2-TZVPD basis set) of a cluster of 6 separate species, C33H58NO13S5 in total in a non-equilibrium geometry.

LUMO level: -4.458 eV
charge: +1
energy above the lowest of the compared OMol25 structures with the same formula, charge and spin: 30.5 kcal per mole

```
110
C33H58NO13S5 | OMol25 | ωB97M-V with the def2-TZVPD basis set
C 0.9836 -4.1473 2.3973
C 1.1168 -2.6692 1.8174
C 0.5390 -1.6219 2.8621
C -0.2522 -0.4871 2.0761
C -0.5230 0.8162 2.9172
C -1.5203 -1.1536 1.4687
N -1.5228 -1.3302 0.0900
C -2.5329 -1.9292 -0.6164
C -3.7085 -2.4488 0.0315
C -3.7941 -2.2911 1.5027
C -5.0598 -2.8720 2.1972
O -5.8197 -2.2271 2.8480
O -5.3335 -4.2334 2.0058
C -2.6852 -1.6414 2.2031
C -2.7796 -1.5174 3.7501
C -2.5304 -2.9583 4.3657
O -2.6690 -3.2083 5.5321
H 0.1243 -4.2292 3.1185
H 0.8980 -4.8994 1.5698
H 1.9163 -4.3295 2.9973
H 2.2144 -2.4832 1.6640
H 0.6430 -2.6188 0.8036
H 1.3871 -1.1665 3.4282
H -0.1774 -2.1476 3.5571
H 0.4177 -0.1818 1.2187
H -0.6787 0.6293 4.0145
H -1.3311 1.4702 2.4943
H 0.4181 1.4373 2.8580
H -0.7036 -1.0048 -0.4361
H -2.4065 -2.0071 -1.7252
H -4.4831 -2.9471 -0.5887
H -5.2810 -4.4009 1.0418
H -3.8293 -1.2354 4.0578
H -2.1111 -0.7472 4.1991
H -2.2564 -3.7876 3.6503
C -4.1831 2.6750 -1.9317
C -3.3812 3.8931 -2.4002
C -2.1346 3.9912 -1.5173
S -1.7674 2.3237 -0.9844
O -1.9501 2.2411 0.4494
O -0.5548 1.8661 -1.6288
C -3.1692 1.5485 -1.7774
H -4.9702 2.4109 -2.6390
H -4.6532 2.8903 -0.9678
H -3.0831 3.7543 -3.4410
H -3.9711 4.8081 -2.3486
H -1.2845 4.3897 -2.0648
H -2.3206 4.5951 -0.6286
H -3.5332 0.7229 -1.1658
H -2.8389 1.1794 -2.7505
C -0.3445 3.7687 -7.2369
C 0.9159 3.8394 -6.3692
C 0.8384 5.1292 -5.5501
S -0.9045 5.4841 -5.3405
O -1.2145 6.7053 -6.0394
O -1.2744 5.2770 -3.9531
C -1.5050 4.1084 -6.3098
H -0.4700 2.7847 -7.6905
H -0.2803 4.5063 -8.0416
H 0.9434 2.9766 -5.6967
H 1.8237 3.8128 -6.9724
H 1.3030 5.0123 -4.5729
H 1.2894 5.9622 -6.0776
H -2.4112 4.3959 -6.8411
H -1.7158 3.2845 -5.6249
C 5.5830 7.0905 -3.2657
C 6.4430 6.8396 -4.5080
C 5.8432 5.6396 -5.2471
S 4.0955 5.6313 -4.8521
O 3.8003 4.4457 -4.0814
O 3.3403 5.9908 -6.0309
C 4.1372 7.0319 -3.7449
H 5.8120 8.0503 -2.8018
H 5.7643 6.3055 -2.5259
H 6.4148 7.7213 -5.1538
H 7.4864 6.6588 -4.2470
H 5.9680 5.7267 -6.3254
H 6.2714 4.6998 -4.8983
H 3.4214 6.8868 -2.9371
H 3.8778 7.9206 -4.3223
C -4.7395 -5.6419 9.3712
C -4.2723 -4.6789 8.2750
C -2.7725 -4.9091 8.0702
S -2.4614 -6.6150 8.5203
O -1.6198 -6.6364 9.6911
O -2.1429 -7.3708 7.3324
C -4.1346 -6.9955 9.0179
H -5.8274 -5.6927 9.4294
H -4.3642 -5.3061 10.3420
H -4.8085 -4.8966 7.3466
H -4.4785 -3.6398 8.5356
H -2.4796 -4.7508 7.0347
H -2.1774 -4.2734 8.7262
H -4.1230 -7.6932 9.8534
H -4.6429 -7.4423 8.1619
C 5.7258 -2.1720 -1.4638
C 6.3069 -3.4863 -1.9937
C 5.5239 -4.6306 -1.3423
S 3.8928 -3.9815 -0.9849
O 3.7158 -3.9430 0.4486
O 2.9278 -4.6020 -1.8604
C 4.2119 -2.3202 -1.5606
H 6.0810 -1.3130 -2.0339
H 6.0222 -2.0315 -0.4205
H 6.1834 -3.5271 -3.0793
H 7.3735 -3.5701 -1.7827
H 5.4320 -5.4868 -2.0086
H 5.9767 -4.9399 -0.4002
H 3.6694 -1.6037 -0.9452
H 3.8757 -2.2568 -2.5967
```

=====

[2]
The following is a DFT calculation (ωB97M-V with the def2-TZVPD basis set) of a structure of composition C28H20LaN5O9S in a non-equilibrium geometry.

LUMO level: 3.491 eV
charge: -2
energy above the lowest of the compared OMol25 structures with the same formula, charge and spin: 34.3 kcal per mole

```
64
C28H20LaN5O9S | OMol25 | ωB97M-V with the def2-TZVPD basis set
La -0.0587 0.1739 -0.1224
O -1.8415 -0.7977 -1.0301
C -3.1260 -0.7086 -0.8911
C -3.9517 -1.7988 -1.2649
C -5.3169 -1.7662 -1.1136
C -5.9526 -0.6348 -0.5935
C -5.1829 0.4515 -0.2491
C -3.7871 0.4564 -0.3875
C -3.0797 1.6634 -0.0308
N -1.8013 1.7954 -0.0396
N -1.3318 3.0623 0.2883
C -0.0249 3.1624 0.2431
O 0.8032 2.2307 -0.0753
C 0.5259 4.5017 0.6082
C 1.9019 4.7016 0.5510
C 2.4471 5.9317 0.8881
C 1.6230 6.9734 1.2869
C 0.2485 6.7790 1.3441
C -0.2993 5.5521 1.0076
H -3.4598 -2.6711 -1.6786
H -5.9104 -2.6244 -1.4082
H -7.0258 -0.6186 -0.4567
H -5.6587 1.3428 0.1472
H -3.6877 2.5278 0.2459
H 2.5337 3.8807 0.2384
H 3.5199 6.0720 0.8371
H 2.0481 7.9358 1.5453
H -0.4024 7.5871 1.6558
H -1.3655 5.3826 1.0496
O 2.5400 -0.3049 -7.0144
C 3.0903 -0.8102 -6.0173
O 4.1292 -1.4821 -5.9097
C 2.3339 -0.5513 -4.6713
C 1.1732 0.2139 -4.6683
C 0.5185 0.4572 -3.4782
N 0.9503 -0.0245 -2.3080
C 2.0709 -0.7705 -2.3009
C 2.7826 -1.0515 -3.4552
C 2.5234 -1.3039 -0.9349
O 3.4442 -2.1016 -0.8809
O 1.8571 -0.8549 0.0778
H 0.8083 0.5994 -5.6106
H -0.3877 1.0544 -3.4414
H 3.6762 -1.6570 -3.4059
N -0.5069 -2.0865 1.3396
C -0.8506 -2.0246 2.7226
C 0.1364 -1.7495 3.6677
C -0.1886 -1.6740 5.0123
C -1.4971 -1.8663 5.4238
C -2.4788 -2.1477 4.4907
C -2.1592 -2.2354 3.1413
S -1.8863 -1.8186 7.1852
O -1.3831 -3.0936 7.6847
O -1.1517 -0.6585 7.6801
O -3.3365 -1.6860 7.2416
H -1.1668 -2.6470 0.8184
H 0.4418 -2.4260 1.2187
H 1.1607 -1.6289 3.3317
H 0.5641 -1.4646 5.7623
H -3.4905 -2.2995 4.8441
H -2.9246 -2.4510 2.4021
N 0.4554 1.6315 3.1336
C -0.0162 0.8816 2.3882
H 0.8857 2.1998 3.8322
```

=====

| no. | E (a.u.) |
| --- | --- |
| 1 | -4315.7136 |
| 2 | -2459.9978 |